The following is a quantum chemistry calculation of a molecular structure, C26H41F5O13Si2 at a distorted geometry, from OMol25.

```
87
Properties=species:S:1:pos:R:3:mulliken_charge:R:1
H -3.3378 -3.6373 -0.9305 0.278
H -8.6485 -1.2687 -3.7103 0.277
H -8.0544 0.9359 -4.5721 0.324
H -3.4495 -4.6711 -4.6771 0.334
H 0.4745 -1.9616 -3.4068 0.293
C -4.3555 -4.0153 -2.8189 0.093
O 5.2232 1.3109 6.9889 -0.553
C 2.6261 1.8409 9.2878 -0.489
C 0.6698 -2.2744 -1.2541 -0.209
H -2.9086 4.3195 4.9390 0.337
H 5.8234 -0.2982 -5.9621 0.272
H -6.2919 0.3175 -2.9972 0.275
H 4.8203 1.4341 -7.8482 0.318
Si 2.2313 0.3284 2.4890 0.409
H -5.0386 -3.4433 -3.4550 -0.244
H -3.4155 1.7752 5.7700 0.332
H -4.9234 -4.8265 -2.3606 0.467
C -7.4087 0.1033 -4.8541 -0.507
H -1.6091 3.2983 5.5641 0.179
F 1.6187 3.8790 2.3130 -0.252
C -6.8126 -2.1185 -4.3724 0.548
C -6.1352 0.0343 -4.0421 -0.471
C 2.9088 0.6460 -7.1378 -0.435
H 5.0732 -0.3480 5.3462 -0.193
C -3.7051 -3.0975 -1.8089 -0.539
C -1.6854 3.3126 3.4192 -0.122
O 3.0671 0.7014 7.2912 -0.331
C 3.8990 2.4026 8.6869 -0.473
H -8.5913 -1.6075 -5.4714 0.302
H 4.5121 1.6469 -6.1214 0.272
H 0.9501 0.6795 3.1355 -0.177
H -0.6764 3.7215 3.4474 0.043
O -0.9946 1.2697 2.3358 -0.612
F 4.1552 1.7803 1.0014 -0.276
C 2.8567 -1.6346 -1.1434 0.293
O 3.1666 -0.5317 3.6050 -0.251
O 3.8876 -2.0702 -5.2811 -0.549
C 2.8592 3.2506 2.5844 0.587
C 4.9688 -0.3872 -6.6314 -0.454
C -1.6617 1.8294 3.1629 0.581
O 3.9514 -1.4253 -0.6890 -0.627
H 5.7382 -0.6728 3.1228 -0.172
C -3.2486 2.1669 4.7656 -0.476
C 4.1825 1.4256 7.5767 0.526
H 2.6705 0.3133 -8.1524 0.270
H 0.6381 -0.4895 -2.4429 0.215
H -5.3469 0.6597 -4.4624 0.318
C 0.9663 -1.5299 -2.5345 -0.447
H -7.1664 0.2097 -5.9157 0.268
H -0.2521 -1.9285 -0.7842 0.290
H 1.3618 0.3140 8.4013 0.315
H -4.2174 2.3592 4.2953 0.263
H -2.2768 3.7988 2.6402 0.298
C 2.4795 -1.5805 -2.5996 -0.041
C -2.3604 3.3908 4.7740 -0.468
O 2.6511 -0.4331 -6.2313 -0.316
H 2.2723 1.4956 -6.8866 0.306
Si 4.7430 0.0378 3.9594 0.659
H 5.2385 -0.9487 -7.5287 0.272
O -6.7861 -3.3219 -4.3920 -0.606
O -2.5843 -2.5199 -2.4914 -0.331
C -3.1722 -4.4867 -3.6398 -0.633
F 3.8257 4.1890 2.2188 -0.259
H 2.8915 -0.6940 -3.0787 0.224
C 4.3768 0.9668 -6.9678 -0.490
F 2.0022 2.2037 0.5950 -0.303
H 2.8356 -2.4860 -3.0938 0.190
C -8.0261 -1.2591 -4.6080 -0.451
H 0.6051 -3.3561 -1.4072 0.179
O -5.7341 -1.3414 -4.0871 -0.293
H 1.9891 2.5951 9.7522 0.321
H 1.8502 -0.5944 1.4005 -0.054
C 1.9793 1.1617 8.1013 -0.323
H 4.9149 1.4926 3.8358 -0.135
H -2.6988 -5.3700 -3.2043 0.311
O -1.2664 -3.1229 -4.2274 -0.617
F 2.8303 2.9882 3.9493 -0.167
C -2.2272 -3.3199 -3.5309 0.541
H 4.7127 2.4205 9.4106 0.296
O 1.7832 -2.0003 -0.3916 -0.368
H 1.3704 1.8508 7.5084 0.157
C 3.8162 -1.0759 -5.9499 0.574
H -4.3810 -2.3066 -1.4796 0.346
H 3.7437 3.3946 8.2567 0.256
H 2.8772 1.0968 10.0496 0.265
O -2.5452 1.1959 3.9812 -0.356
C 2.9049 1.9096 1.6717 0.593
```

Summary:
- HOMO level (hartree) = -0.3360
- gap between HOMO and LUMO (eV) = 9.58
- LUMO energy (eV) = 0.438
- energy (Eh) = -3071.8350
- multiplicity = 1